[1]
Density functional theory data (the ωB97M-V functional and the def2-TZVPD basis) for a structure of composition C21H27ClNO14P at a distorted geometry.

Results
2S+1	1

Each line ends with the natural charge from an NBO analysis.
Element x y z (Å)
O (6.02852, -2.69904, -1.32267)  -0.55
H (0.50980, 6.88706, -4.58296)  0.25
H (3.64299, -1.59062, -1.15855)  0.24
C (5.58431, -1.87048, -2.09559)  0.48
H (-5.96050, -1.95993, 0.78537)  0.18
C (1.11743, 4.85045, -4.57121)  0.33
C (6.46941, -1.43061, -3.22828)  0.31
H (2.19150, 1.48106, 3.22925)  0.24
H (-4.10681, -3.36994, 1.17567)  0.19
H (-8.35809, -1.27706, 0.22710)  0.35
C (6.06410, -0.53573, -4.13753)  -0.38
C (-6.08800, -1.62452, 1.81393)  -0.41
C (-0.74824, -1.53830, 2.32843)  -0.07
C (0.22817, 4.65558, -1.88532)  0.33
C (3.19352, 1.15431, 2.97774)  -0.73
H (-7.70555, -0.96422, 3.03006)  0.19
H (1.66189, -2.46236, 1.59140)  0.20
H (0.43063, 0.17864, 2.31198)  0.21
C (1.60476, -1.38512, 1.49809)  -0.06
H (-3.53022, -1.91349, 1.92593)  0.18
O (-3.19503, -3.73296, 2.95627)  -0.81
Cl (-2.77057, -5.37063, 5.25820)  0.28
H (-0.54323, 5.62917, -0.51590)  0.51
O (-1.60842, -4.21846, 4.84711)  -0.79
C (3.09559, 0.43346, 1.66499)  0.81
O (2.65943, 0.18431, -2.83740)  -0.64
C (4.26380, -1.28275, -1.98793)  -0.39
H (6.69258, -0.21504, -4.95606)  0.24
C (0.10196, 5.93480, -2.66723)  0.47
H (-5.27768, -2.19847, 3.69819)  0.23
H (0.93967, -0.95587, 3.52117)  0.23
H (-0.94096, -1.79130, 1.29136)  0.18
C (1.21771, 3.56735, -3.79607)  0.48
H (-7.83272, 0.11708, 0.90155)  0.35
O (7.66871, -1.99666, -3.25028)  -0.63
C (-3.99669, -2.87023, 2.12856)  -0.06
H (7.69256, -2.60009, -2.48435)  0.51
H (2.58391, 0.80852, -3.58508)  0.52
H (-8.00676, -2.50132, 2.14832)  0.19
C (0.75238, 3.54604, -2.42185)  -0.39
O (-0.40217, 6.88932, -2.10889)  -0.53
H (-1.51649, -0.83700, 2.61977)  0.21
O (-0.21848, 4.71761, -0.63993)  -0.62
O (1.69296, 2.60226, -4.36506)  -0.56
H (-5.89673, -3.57188, 2.73859)  0.20
O (3.16175, 1.02817, 0.59396)  -0.56
N (-8.30809, -0.75127, 1.08462)  -0.82
C (-5.36741, -2.62778, 2.70951)  -0.43
O (1.58565, 4.79552, -5.80881)  -0.62
O (4.28893, 0.84633, -4.83496)  -0.53
H (3.52672, 0.49495, 3.76665)  0.24
H (3.80675, 2.03159, 2.87065)  0.25
O (-0.81744, -2.75342, 3.09799)  -0.81
C (0.58989, 5.95904, -4.03540)  -0.39
P (-2.14613, -3.02747, 3.88803)  2.56
C (4.73126, 0.04109, -4.04088)  0.47
O (-2.66060, -1.89036, 4.64115)  -1.10
H (0.84911, 2.62104, -1.86979)  0.25
H (1.90899, 3.88449, -5.94020)  0.51
H (1.27584, -1.17043, 0.48574)  0.18
H (-5.60886, -0.65401, 1.89688)  0.20
C (-7.57865, -1.51038, 2.10374)  -0.21
C (3.85304, -0.38381, -2.89327)  0.33
O (2.93339, -0.92739, 1.71346)  -0.54
C (0.59091, -0.87885, 2.50000)  -0.46

[2]
Density functional theory data (the ωB97M-V functional and the def2-TZVPD basis) for a structure of composition C21H27FN2O3 at a distorted geometry.

Results
ΔE to the lowest compared entry with this formula, charge and spin	19.462	eV
2S+1	1

Each line ends with the natural charge from an NBO analysis.
Element x y z (Å)
H (-1.43299, 3.30301, -0.36018)  0.24
H (2.98842, -4.77741, -1.94029)  0.21
H (3.20797, -2.75061, 0.50317)  0.22
H (3.92147, -3.29450, -1.55972)  0.15
C (-1.17424, -2.56792, 1.43057)  0.36
H (1.93703, 4.02957, 0.62111)  0.23
H (1.10587, -3.62387, -2.45633)  0.21
H (0.75530, -4.56413, -0.05406)  0.21
O (-4.43185, -0.39753, 3.16897)  -0.59
N (0.61890, -2.54643, -0.18710)  -0.43
C (0.21800, 2.88204, 0.60913)  -0.36
C (-1.03993, 2.26295, -0.08136)  -0.24
H (2.97087, 1.97313, -3.50108)  0.15
H (0.06626, 3.44638, 1.58802)  0.23
H (1.81789, 1.45940, -0.84950)  0.21
H (-2.86327, -2.47337, 2.85745)  0.25
H (0.98579, -3.95396, 1.45637)  0.23
H (3.05350, -4.80738, 0.58739)  0.25
H (0.95459, 1.95389, 1.26461)  0.15
H (2.01472, -1.36961, -0.79637)  0.16
H (1.69796, 3.64979, -2.88084)  0.21
C (-3.72816, 1.30079, 2.40691)  -0.30
H (1.66259, 1.86774, -4.52963)  0.18
H (0.53859, -1.43050, -1.70987)  0.19
F (-1.35145, -3.94898, 1.40188)  -0.33
H (-2.85695, 3.18766, 1.32046)  0.22
C (-1.80116, 0.09614, 1.06896)  0.32
H (0.79218, 4.45086, -0.55872)  0.20
C (1.31896, 2.81027, -2.47536)  -0.41
C (-2.54768, -0.62644, 1.94107)  -0.29
C (1.43599, -2.01793, -1.13234)  -0.20
C (-0.51314, -0.47842, 0.43210)  -0.32
O (-5.56006, 1.80041, 3.92865)  -0.71
H (0.29621, 2.50896, -2.55903)  0.19
C (1.82959, 2.57689, -1.03687)  -0.38
O (-4.75690, 3.36748, 2.87673)  -0.58
C (2.63389, -3.76798, 0.12761)  -0.41
C (-2.39397, -1.95128, 1.90677)  -0.17
H (2.28222, -2.42880, -3.12874)  0.20
C (1.34691, -3.75391, 0.40820)  -0.29
C (-3.63619, -0.07088, 2.48237)  0.54
H (-0.69711, 1.62492, -0.95658)  0.22
H (3.01790, 3.03637, -1.12239)  0.20
C (2.00109, -3.03299, -2.01209)  -0.39
H (0.17587, -0.00827, -0.09601)  0.23
C (2.78913, -3.93900, -1.54771)  -0.34
C (-0.33876, -1.72942, 0.54773)  0.16
H (-5.14459, 0.61083, 3.95593)  0.50
C (-2.87167, 2.18074, 1.50551)  0.14
C (-4.77461, 2.28299, 3.02103)  0.78
N (-1.87980, 1.45022, 0.75824)  -0.38
C (1.24392, 3.52829, -0.09360)  -0.47
H (1.98614, 0.85981, -3.13104)  0.18
C (2.12878, 1.81004, -3.42015)  -0.51

[3]
Density functional theory data (the ωB97M-V functional and the def2-TZVPD basis) for an isolated molecule of C21H27N3O3S at a distorted geometry.

Results
ΔE to the lowest compared entry with this formula, charge and spin	2.515	eV
SMILES	CC(=O)c1ccc(S(=O)(=O)N2CCC[C@@H](N(C)CCc3ccccn3)C2)cc1
2S+1	1

Each line ends with the natural charge from an NBO analysis.
Element x y z (Å)
C (1.55358, 1.44898, -0.00195)  -0.05
N (0.62316, 2.24123, -0.78431)  -0.46
C (2.09271, -1.82096, -0.41615)  -0.31
C (-0.10398, -2.16833, -1.30025)  -0.13
H (4.64320, 1.53829, 1.38274)  0.20
H (4.57921, -0.20869, 1.69643)  0.24
C (-2.74578, -3.46422, -1.05706)  -0.73
C (1.72726, -2.39836, 0.78554)  -0.20
H (-2.21590, -4.03300, -1.81686)  0.23
C (4.01467, 0.64240, 1.31543)  -0.23
O (4.64857, -1.93284, 0.20080)  -0.94
C (-4.38973, -0.75297, 0.50440)  -0.17
H (0.93932, 2.07154, 1.99346)  0.21
H (2.39984, 2.87020, 1.40026)  0.20
H (0.08961, 4.14207, -1.38978)  0.21
O (4.00343, -1.12778, -2.04725)  -0.94
H (-4.64143, -1.70706, 0.94384)  0.23
H (-1.25698, 2.28085, -1.63006)  0.21
H (1.12489, 0.44393, 0.07137)  0.21
H (-0.63937, 0.67548, -1.21759)  0.19
C (1.19141, -1.70957, -1.45958)  -0.22
C (-4.88795, 1.13053, -0.85494)  0.05
C (0.43035, -2.84897, 0.94881)  -0.16
N (-3.72242, 1.69599, -0.60054)  -0.44
C (-0.71508, 1.71158, -0.87139)  -0.19
H (2.98276, 1.17821, 3.12418)  0.22
H (2.74708, 0.95607, -1.76296)  0.24
H (2.16748, -0.07267, 2.17824)  0.20
H (-2.45223, -0.65685, 1.41732)  0.22
N (3.77168, 0.38077, -0.08215)  -0.68
C (0.69854, 3.67417, -0.61738)  -0.41
H (-1.01262, 1.21886, 1.22624)  0.20
C (-0.49739, -2.73855, -0.08956)  -0.17
C (1.86081, 1.92157, 1.42871)  -0.42
H (0.11087, -3.30242, 1.87565)  0.24
C (-1.54939, 1.73689, 0.43070)  -0.46
H (3.39915, 2.28753, -0.79370)  0.20
H (-3.64799, -3.99483, -0.76369)  0.24
H (2.46700, -2.50202, 1.56411)  0.24
C (-2.86780, 1.06787, 0.19970)  0.23
S (3.76288, -1.17985, -0.63666)  2.33
C (2.72643, 0.86338, 2.11114)  -0.42
C (2.89873, 1.31515, -0.74596)  -0.24
C (-1.87493, -3.25479, 0.15386)  0.59
H (-1.71600, 2.77498, 0.72054)  0.22
C (-5.27752, -0.09258, -0.33086)  -0.27
C (-3.16424, -0.16723, 0.77025)  -0.27
H (-3.02786, -2.49844, -1.47341)  0.24
H (1.52490, -1.27305, -2.38750)  0.25
O (-2.26172, -3.49766, 1.27396)  -0.54
H (-6.24389, -0.51115, -0.56491)  0.22
H (0.34787, 4.02976, 0.36097)  0.17
H (1.72909, 3.99567, -0.75520)  0.20
H (-0.80314, -2.07068, -2.11563)  0.22
H (-5.54109, 1.69156, -1.51138)  0.19

[4]
Density functional theory data (the ωB97M-V functional and the def2-TZVPD basis) for an isolated molecule of C21H27N3O3S2 at a distorted geometry.

Results
ΔE to the lowest compared entry with this formula, charge and spin	0.006	eV
SMILES	CSc1ccc(-c2nc(CSCC(=O)NCCCN3CCCC3=O)c(C)o2)cc1
2S+1	1

Each line ends with the natural charge from an NBO analysis.
Element x y z (Å)
C (-1.47493, -0.01001, 2.68661)  0.05
H (-0.88723, 4.81564, 2.31925)  0.24
O (1.54855, 3.01993, 3.35136)  -0.65
N (-0.48264, -0.63550, 1.98786)  -0.46
C (-0.52825, -4.55099, -0.89295)  -0.26
C (0.59951, 3.44622, -3.48850)  -0.50
C (0.48429, 1.09449, -0.61089)  -0.23
H (-0.28892, -6.30239, -3.29384)  0.22
H (0.27470, 0.04147, -0.82019)  0.21
H (0.09480, -7.28188, -1.83976)  0.22
C (0.96868, -2.54203, 0.31121)  -0.18
C (1.38312, 1.23584, -2.96529)  -0.20
C (-0.61741, 3.93094, 2.89253)  -0.61
C (-1.25527, 1.23921, 3.44571)  -0.55
C (1.57821, -3.44346, -0.52908)  -0.24
H (-0.38195, 1.52292, -0.10104)  0.24
H (-4.25431, 0.57024, 2.98522)  0.24
H (1.03548, -7.48566, -3.33367)  0.24
H (2.63819, -3.38435, -0.72432)  0.22
H (2.46132, 1.29112, -2.76623)  0.18
H (-1.80141, 1.23001, 4.38904)  0.23
C (0.83579, -4.45605, -1.13997)  -0.15
H (-4.11915, -0.85107, 4.02885)  0.23
H (-0.66916, 4.13339, 3.96197)  0.24
H (1.53530, -1.76435, 0.79608)  0.24
O (-2.36497, -1.76255, 1.70224)  -0.41
H (1.79707, 2.23329, -4.86899)  0.22
H (-0.21530, 3.96537, -3.98885)  0.24
S (-1.87313, 2.67804, 2.46470)  0.18
C (-4.02024, -0.49170, 3.00395)  -0.67
C (-0.40498, -2.62824, 0.55747)  -0.07
H (0.23784, 3.63021, 0.53599)  0.44
C (0.98801, 2.12469, -4.14980)  -0.40
H (2.41506, 3.17267, -0.27670)  0.19
N (0.97100, 3.36186, 1.18955)  -0.64
C (0.49679, -6.77648, -2.71286)  -0.74
C (2.08740, 2.64566, 0.62382)  -0.23
H (0.12593, 1.69757, -4.66276)  0.21
H (1.47282, 0.66883, 1.22158)  0.25
H (1.11543, 0.18628, -3.11262)  0.20
S (1.72808, -5.54415, -2.20153)  0.26
C (-1.14045, -3.64349, -0.05159)  -0.17
C (-1.04559, -1.66610, 1.42143)  0.46
H (-4.72510, -1.03140, 2.37712)  0.23
C (-2.64119, -0.70632, 2.50394)  0.27
H (2.56969, 0.70382, -0.17302)  0.20
C (1.71516, 1.19400, 0.29681)  -0.43
O (-0.38376, 3.74208, -1.26724)  -0.66
H (-1.12428, -5.32441, -1.35010)  0.22
H (2.89498, 2.65582, 1.35975)  0.23
H (1.44594, 4.13319, -3.42144)  0.23
C (0.75293, 3.39960, 2.51167)  0.66
H (-0.19308, 1.39373, 3.61822)  0.27
H (-2.20075, -3.71745, 0.13676)  0.22
C (0.20455, 3.04818, -2.07607)  0.70
N (0.63682, 1.79374, -1.86138)  -0.43

| no. | E_HOMO (eV) | LUMO (eV) | frontier orbital gap (eV) |
| --- | --- | --- | --- |
| 1 | -9.36 | -1.62 | 7.741 |
| 2 | -8.45 | -0.39 | 8.063 |
| 3 | -8.26 | -0.42 | 7.843 |
| 4 | -7.77 | 0.46 | 8.234 |